The following is a quantum chemistry calculation of a molecular structure, C48H46FN6O6PPb, from the Open Molecules 2025 dataset.

Positions of all 109 atoms, in Å:
Pb: 1.1253 1.4729 -1.1928
O: 1.5976 -0.0729 1.6629
N: 1.2099 1.1852 1.2550
C: 1.0802 1.9847 2.2244
C: 0.7620 3.4183 2.0915
C: 1.5789 4.2385 2.8711
C: 1.4840 5.6183 2.8272
C: 0.5376 6.2157 2.0079
C: -0.3202 5.4197 1.2709
C: -0.2243 4.0204 1.2850
P: -1.6626 3.3222 0.4475
C: -3.0817 3.8428 1.3580
C: -3.8945 4.8490 0.8351
C: -4.9537 5.3210 1.5967
C: -5.1971 4.7864 2.8541
C: -4.3821 3.7793 3.3679
C: -3.3169 3.3058 2.6254
C: -1.6761 3.8570 -1.2507
C: -0.5281 4.4350 -1.8086
C: -0.5208 4.8035 -3.1427
C: -1.6529 4.6037 -3.9234
C: -2.7977 4.0421 -3.3703
C: -2.8202 3.6669 -2.0358
H: 1.2191 -0.6608 0.9880
H: 1.2936 1.6072 3.2241
H: 2.3145 3.7743 3.5192
H: 2.1340 6.2271 3.4426
H: 0.4438 7.2934 1.9696
H: -1.1012 5.8990 0.6882
H: -3.7077 5.2628 -0.1489
H: -5.5905 6.1047 1.2065
H: -6.0232 5.1580 3.4472
H: -4.5796 3.3711 4.3503
H: -2.6688 2.5359 3.0341
H: 0.3421 4.6350 -1.1932
H: 0.3606 5.2643 -3.5702
H: -1.6505 4.9055 -4.9631
H: -3.6841 3.9094 -3.9774
H: -3.7223 3.2515 -1.6095
O: 7.8037 -0.7967 -2.4883
C: 6.7821 -1.7603 -2.4531
C: 5.4894 -1.0633 -2.1450
C: 4.2799 -1.7521 -2.1277
C: 3.1288 -1.0597 -1.8410
N: 3.1180 0.2550 -1.5723
C: 4.2800 0.9410 -1.5925
C: 5.4721 0.2989 -1.8704
C: 4.2271 2.4008 -1.2820
C: 5.3299 3.2237 -1.4139
C: 5.2571 4.5594 -1.0258
C: 6.4398 5.4725 -1.1665
O: 6.1731 6.6424 -0.4369
C: 4.0526 5.0284 -0.5147
C: 2.9801 4.1671 -0.4607
N: 3.0514 2.8831 -0.8351
H: 8.6446 -1.2138 -2.7041
H: 6.9568 -2.5174 -1.6802
H: 6.6730 -2.2857 -3.4074
H: 4.2360 -2.8136 -2.3417
H: 2.1614 -1.5508 -1.8371
H: 6.4136 0.8262 -1.8826
H: 6.2563 2.8426 -1.8230
H: 6.5752 5.6794 -2.2344
H: 7.3389 4.9558 -0.8223
H: 6.9482 7.2144 -0.4334
H: 3.9728 6.0522 -0.1764
H: 2.0118 4.5139 -0.1094
F: 0.9813 -5.6472 -0.4549
C: -0.1320 -4.9172 -0.2653
C: -0.0379 -3.5614 -0.2806
C: -1.1608 -2.7600 -0.0179
C: -1.0644 -1.3043 -0.0866
O: 0.0167 -0.7463 -0.4253
C: -2.2808 -0.6062 0.1949
C: -3.4350 -1.3252 0.4525
N: -3.5040 -2.6455 0.5323
C: -4.7921 -3.2793 0.8318
C: -5.6391 -2.7039 1.9229
C: -4.9460 -4.0137 2.1305
C: -2.3650 -3.4134 0.2783
C: -2.4497 -4.8088 0.2644
C: -1.3464 -5.5989 -0.0152
N: -1.4066 -6.9845 -0.0139
C: -2.4304 -7.7113 0.7183
C: -1.8189 -8.9357 1.3932
N: -1.1069 -9.7889 0.3751
C: -0.0671 -8.9966 -0.3786
C: -0.7600 -7.8100 -1.0281
C: -2.5340 0.8516 0.1611
O: -3.5986 1.3283 -0.0989
O: -1.4552 1.6877 0.4840
H: 0.9264 -3.1061 -0.4573
H: -4.3621 -0.7939 0.6138
H: -5.2818 -3.6611 -0.0546
H: -6.7090 -2.6975 1.7668
H: -5.2655 -1.8504 2.4750
H: -5.5360 -4.9208 2.1343
H: -4.0961 -4.0189 2.8031
H: -3.4040 -5.2792 0.4529
H: -3.2521 -8.0189 0.0593
H: -2.8447 -7.0883 1.5063
H: -2.5816 -9.5425 1.8768
H: -1.0801 -8.6369 2.1327
H: -1.7876 -10.1577 -0.2925
H: -0.6850 -10.5993 0.8315
H: 0.4045 -9.6470 -1.1120
H: 0.6760 -8.6639 0.3420
H: -1.5233 -8.1797 -1.7267
H: -0.0452 -7.2442 -1.6112

The calculation puts the gap between HOMO and LUMO at 8.3 eV. As for the total charge: +4. The multiplicity is 1. The value obtained for the LUMO energy is -8.92 eV.

=====

The following is a quantum chemistry calculation of a molecular structure, C48H47BrCl2N7O7STi at a distorted geometry, from the Open Molecules 2025 dataset.

Positions of all 114 atoms, in Å:
Ti: 0.9730 0.6374 -0.0196
Br: 6.5527 -0.1753 -7.0170
C: 5.3760 -0.7873 -5.6755
C: 4.0718 -0.3160 -5.6416
C: 3.2161 -0.7497 -4.6443
C: 3.6500 -1.6720 -3.6961
C: 4.9624 -2.1340 -3.7412
C: 5.8284 -1.6925 -4.7297
N: 2.7587 -2.0716 -2.6669
C: 2.6991 -3.3014 -2.3682
C: 1.9075 -3.8292 -1.2294
C: 1.3280 -5.0847 -1.3629
C: 0.5999 -5.6063 -0.3047
C: 0.5183 -4.8657 0.8603
C: 1.1431 -3.6266 0.9040
N: 1.8132 -3.0934 -0.1131
H: 3.7280 0.3865 -6.3874
H: 2.1968 -0.3874 -4.6264
H: 5.3197 -2.8214 -2.9842
H: 6.8493 -2.0458 -4.7599
H: 3.2277 -4.0558 -2.9603
H: 1.4395 -5.6360 -2.2875
H: 0.1184 -6.5709 -0.3888
H: -0.0217 -5.2288 1.7235
H: 1.0780 -3.0280 1.8057
Cl: 5.9839 -1.7253 4.6024
C: 4.6042 -1.3055 3.6559
C: 3.3472 -1.2512 4.2755
C: 2.2221 -0.9284 3.5542
Cl: 0.6712 -0.8879 4.3048
C: 2.3155 -0.6374 2.1846
O: 1.2330 -0.3897 1.4877
C: 3.5846 -0.6831 1.5802
C: 3.7066 -0.3782 0.1997
O: 2.7851 0.0599 -0.5178
C: 4.7299 -1.0314 2.3206
H: 3.2612 -1.4711 5.3310
H: 4.6799 -0.5118 -0.2820
H: 5.6969 -1.0743 1.8372
C: -1.4957 5.5264 3.9466
C: -2.3982 4.3306 3.6169
C: -2.5671 3.4717 4.8738
C: -3.7751 4.8389 3.1570
C: -1.8109 3.5232 2.4721
C: -1.1757 4.1436 1.3897
C: -0.6067 3.3832 0.3999
N: -0.6673 2.0412 0.3764
C: -1.4111 1.4449 1.3305
C: -1.9403 2.1428 2.4015
C: -1.6883 0.0248 1.0578
C: -2.7874 -0.6265 1.5617
C: -3.1073 -1.9156 1.1176
C: -2.2491 -2.4714 0.1790
C: -1.1381 -1.7694 -0.2528
N: -0.8627 -0.5312 0.1533
C: -4.3666 -2.6031 1.6076
C: -4.4122 -4.0671 1.1680
C: -4.4324 -2.5306 3.1394
C: -5.5629 -1.8520 0.9952
H: -1.8705 6.0257 4.8397
H: -1.4843 6.2668 3.1469
H: -0.4694 5.2106 4.1430
H: -2.8644 4.1070 5.7073
H: -1.6364 2.9711 5.1479
H: -3.3457 2.7175 4.7542
H: -4.2286 5.4345 3.9501
H: -4.4452 4.0094 2.9275
H: -3.6896 5.4654 2.2680
H: -1.0999 5.2190 1.3269
H: -0.0804 3.8500 -0.4207
H: -2.4653 1.5951 3.1690
H: -3.4399 -0.1093 2.2494
H: -2.4518 -3.4322 -0.2668
H: -0.4714 -2.2039 -0.9794
H: -3.5204 -4.6123 1.4911
H: -4.5109 -4.1472 0.0858
H: -5.2764 -4.5496 1.6250
H: -3.5521 -2.9840 3.6014
H: -5.3113 -3.0742 3.4856
H: -4.5239 -1.5061 3.5035
H: -5.5113 -1.8418 -0.0934
H: -5.6058 -0.8204 1.3538
H: -6.4868 -2.3498 1.2938
N: 0.6889 0.3500 -2.1454
C: -0.5882 -0.0952 -2.6845
C: -1.7427 0.6248 -2.4353
C: -2.9735 0.0181 -2.6453
C: -3.0368 -1.2835 -3.1204
C: -1.8767 -1.9252 -3.5345
C: -0.6455 -1.3335 -3.3100
S: -4.5575 -2.2329 -3.0029
O: -4.1876 -3.1982 -1.9628
O: -5.5449 -1.2649 -2.5643
O: -4.7480 -2.8143 -4.3092
H: 1.0162 1.2129 -2.6034
H: 1.3923 -0.3721 -2.3613
H: -1.6848 1.6118 -1.9937
H: -3.8989 0.5174 -2.3892
H: -1.9509 -2.9129 -3.9718
H: 0.2711 -1.8610 -3.5478
C: 3.3812 5.0774 -2.8939
N: 2.9941 4.3220 -1.7002
C: 3.3728 4.7079 -0.4566
C: 3.0486 4.0147 0.6635
C: 2.2793 2.8435 0.4497
O: 1.8611 2.0166 1.3325
N: 1.8995 2.4809 -0.7762
C: 2.2372 3.1660 -1.9038
O: 1.9027 2.8229 -3.0252
H: 3.8406 6.0099 -2.5786
H: 2.4999 5.2795 -3.4968
H: 4.0840 4.4988 -3.4900
H: 3.9553 5.6183 -0.4147
H: 3.3528 4.3261 1.6489

The calculation puts the gap between HOMO and LUMO at 5.4 eV. As for the total charge: +1. The multiplicity is 1. The value obtained for the LUMO energy is -4.47 eV.

=====

The following is a quantum chemistry calculation of a molecular structure, C48H47Cl2N4O7PS2W, from the Open Molecules 2025 dataset.

Positions of all 112 atoms, in Å:
W: -0.2968 -0.2376 -0.6218
O: -1.9815 -0.1821 -1.3911
C: -3.1179 0.6792 -1.4877
C: -2.6335 2.0881 -1.1327
C: -1.3852 2.5092 -1.8402
C: -1.4203 3.6226 -2.6630
C: -0.2556 4.0949 -3.2360
C: 0.9285 3.4496 -2.9385
C: 0.9237 2.3257 -2.1280
C: 2.2444 1.6470 -1.8555
C: 2.4622 1.1901 -0.4072
O: 1.4002 0.2741 -0.1307
C: 2.4187 2.3176 0.6161
C: 2.6980 3.6376 0.2865
C: 2.7502 4.6154 1.2740
C: 2.5247 4.2809 2.5982
C: 2.2336 2.9642 2.9323
C: 2.1803 1.9930 1.9474
C: 3.7724 0.4136 -0.3144
C: 3.8605 -0.8443 -0.9062
C: 5.0462 -1.5591 -0.8598
C: 6.1599 -1.0248 -0.2234
C: 6.0797 0.2297 0.3610
C: 4.8896 0.9461 0.3193
N: -0.2311 1.8378 -1.6190
C: -4.1301 0.1373 -0.4903
C: -4.6874 0.9045 0.5226
C: -5.5818 0.3336 1.4221
C: -5.9185 -1.0044 1.3146
C: -5.3642 -1.7764 0.3004
C: -4.4798 -1.2072 -0.5969
C: -3.6287 0.6343 -2.9188
C: -4.9390 1.0056 -3.2023
C: -5.3907 1.0297 -4.5125
C: -4.5406 0.6758 -5.5515
C: -3.2354 0.3001 -5.2728
C: -2.7788 0.2830 -3.9612
H: -2.4199 2.1139 -0.0650
H: -3.4129 2.8180 -1.3428
H: -2.3690 4.1103 -2.8367
H: -0.2677 4.9578 -3.8883
H: 1.8710 3.8019 -3.3345
H: 3.0442 2.3242 -2.1494
H: 2.3468 0.7618 -2.4874
H: 2.9003 3.9232 -0.7365
H: 2.9744 5.6389 1.0031
H: 2.5683 5.0428 3.3655
H: 2.0377 2.6942 3.9628
H: 1.9270 0.9716 2.1967
H: 2.9953 -1.2787 -1.3903
H: 5.0988 -2.5370 -1.3205
H: 7.0861 -1.5834 -0.1865
H: 6.9447 0.6589 0.8498
H: 4.8410 1.9229 0.7827
H: -4.4466 1.9539 0.6280
H: -6.0139 0.9435 2.2049
H: -6.6126 -1.4475 2.0165
H: -5.6194 -2.8243 0.2145
H: -4.0356 -1.8121 -1.3795
H: -5.6135 1.2622 -2.3937
H: -6.4127 1.3165 -4.7226
H: -4.8978 0.6867 -6.5727
H: -2.5682 0.0159 -6.0766
H: -1.7612 -0.0232 -3.7490
Cl: -1.9509 2.0590 6.6211
C: -1.7333 1.5894 4.9706
C: -1.3704 2.5362 4.0273
C: -1.1683 2.1496 2.7149
Cl: -0.7604 3.3815 1.5657
C: -1.2871 0.8143 2.3019
O: -0.9575 0.4872 1.0700
C: -1.7416 -0.1114 3.2577
C: -2.1044 -1.5128 2.9503
O: -2.3417 -1.9590 1.8617
C: -1.9450 0.2802 4.5813
H: -1.2430 3.5729 4.3056
H: -2.3001 -2.1147 3.8602
H: -2.2871 -0.4529 5.3022
C: 3.1255 -4.9050 -0.4404
C: 1.6660 -4.8114 -0.7967
O: 1.5228 -3.7343 -1.7730
P: 0.1708 -2.9729 -1.9711
S: 0.5817 -1.1870 -2.7775
S: -0.8350 -2.6440 -0.2750
O: -0.6669 -3.8912 -2.9484
C: -2.0059 -3.4987 -3.3422
C: -2.1233 -3.5875 -4.8434
H: 3.2729 -5.7054 0.2852
H: 3.4530 -3.9631 -0.0010
H: 3.7285 -5.1243 -1.3216
H: 1.0619 -4.5616 0.0760
H: 1.2850 -5.7223 -1.2587
H: -2.2051 -2.4800 -2.9923
H: -2.6941 -4.1745 -2.8346
H: -1.4242 -2.9002 -5.3211
H: -3.1342 -3.3171 -5.1499
H: -1.9111 -4.5979 -5.1906
C: 4.2728 -0.7406 4.8771
N: 3.2478 -1.1294 3.9380
C: 3.5223 -1.8177 2.6930
C: 2.1377 -1.8219 2.0435
O: 1.9172 -2.2635 0.9336
N: 1.2352 -1.2195 2.8888
C: 1.9360 -0.8300 3.9496
N: 1.3607 -0.1243 4.9390
H: 4.6891 -1.6093 5.3897
H: 3.8722 -0.0587 5.6239
H: 5.0774 -0.2203 4.3546
H: 3.8939 -2.8324 2.8488
H: 4.2307 -1.2673 2.0674
H: 0.3596 -0.0058 4.8859
H: 1.8093 0.0025 5.8272

The calculation puts the gap between HOMO and LUMO (spin up / spin down) at 7.8 / 7.6 eV. As for the total charge: +1. The multiplicity is 2. The value obtained for the LUMO energy (spin up / spin down) is -2.83 / -3.21 eV.

=====

The following is a quantum chemistry calculation of 10 unconnected molecules or ions with the total composition C48H47F7O12S3 at a distorted geometry, from the Open Molecules 2025 dataset.

Positions of all 117 atoms, in Å:
O: 13.8961 13.3246 14.6581
S: 15.3090 13.3268 15.0591
O: 16.2270 14.3193 14.4847
O: 15.6115 13.3365 16.6886
C: 16.8200 12.6968 16.9719
C: 16.7622 11.4583 16.0898
O: 15.9622 11.7662 14.9393
H: 17.6582 13.3933 16.9510
H: 16.8174 12.4178 18.0256
H: 16.2315 10.6111 16.5242
H: 17.7428 11.1352 15.7403
O: 17.4041 19.1020 16.5585
S: 16.2623 19.3310 15.7254
O: 15.5037 20.5420 16.0746
O: 16.6659 19.1941 14.0391
C: 15.8838 18.1549 13.4308
C: 15.5942 17.1546 14.4930
O: 15.2866 17.9561 15.6289
H: 14.9357 18.5984 13.1269
H: 16.4246 17.7508 12.5751
H: 16.5368 16.6305 14.6512
H: 14.7560 16.4658 14.3876
O: 18.7953 18.5174 11.9345
S: 18.4232 19.2329 10.7194
O: 18.0080 18.4133 9.5658
O: 17.3852 20.5464 11.0068
C: 17.6850 21.6069 10.1211
C: 19.2004 21.4389 9.8400
O: 19.6317 20.2300 10.4541
H: 17.0196 21.2867 9.3194
H: 17.4733 22.5635 10.5987
H: 19.7468 22.3158 10.1871
H: 19.3928 21.4584 8.7673
F: 7.7490 18.9899 13.2987
C: 9.0092 18.4330 13.4309
C: 9.2525 17.1244 12.9638
C: 10.4209 16.4022 13.3126
C: 11.3365 17.0358 14.1721
C: 11.1189 18.3295 14.6387
C: 9.9718 19.0338 14.2014
H: 8.4681 16.6537 12.3896
H: 10.5242 15.3786 12.9840
H: 12.1874 16.4408 14.4694
H: 11.9354 18.6681 15.2592
H: 9.8801 20.0703 14.4904
F: 20.3664 10.3595 12.7008
C: 19.2761 10.0136 12.0742
C: 19.3572 9.0618 11.1294
C: 18.2380 8.6733 10.4100
C: 17.0298 9.3382 10.5843
C: 16.9223 10.2132 11.6321
C: 18.0299 10.5848 12.3717
H: 20.2985 8.5479 11.0019
H: 18.0997 7.8132 9.7718
H: 16.1545 9.0518 10.0202
H: 15.9586 10.6570 11.8339
H: 17.8274 11.2343 13.2105
F: 23.2469 15.5672 10.6910
C: 22.1894 15.0740 11.4214
C: 21.0025 15.8196 11.4204
C: 19.8333 15.3099 12.0642
C: 19.9005 14.0986 12.6785
C: 21.1079 13.4535 12.8040
C: 22.2137 13.8546 12.0967
H: 20.9824 16.7805 10.9279
H: 18.9824 15.9750 12.0545
H: 19.0216 13.7420 13.1950
H: 21.1643 12.5185 13.3417
H: 23.1208 13.2916 12.2602
F: 13.0344 17.1133 11.1249
C: 13.8555 16.0900 11.0479
C: 15.1014 16.3056 10.3985
C: 15.9916 15.2879 10.3425
C: 15.6999 14.0378 10.8523
C: 14.4386 13.7893 11.4212
C: 13.5440 14.8270 11.6379
H: 15.3281 17.3163 10.0927
H: 17.0129 15.4604 10.0365
H: 16.3768 13.2217 10.6469
H: 14.2192 12.7775 11.7285
H: 12.5783 14.7443 12.1143
F: 18.1350 13.1838 8.2845
C: 19.2966 12.6380 8.2814
C: 19.9975 12.3019 9.4505
C: 21.2553 11.7303 9.4262
C: 21.8814 11.4185 8.1844
C: 21.2763 11.7774 6.9766
C: 19.9816 12.4431 7.0568
H: 19.4360 12.4221 10.3652
H: 21.7628 11.3528 10.3016
H: 22.8425 10.9311 8.2565
H: 21.7492 11.5705 6.0280
H: 19.5135 12.7959 6.1497
F: 10.2384 13.8817 11.1774
C: 10.1960 13.9373 9.8528
C: 10.2824 15.1780 9.2252
C: 10.3744 15.2709 7.8371
C: 10.3855 14.0748 7.0765
C: 10.2306 12.8410 7.6532
C: 10.1457 12.7643 9.0616
H: 10.5030 16.1176 9.7099
H: 10.4039 16.2333 7.3479
H: 10.3936 14.2352 6.0085
H: 10.1605 11.9629 7.0284
H: 10.0902 11.7691 9.4774
F: 12.8996 23.4395 7.9529
C: 13.6604 22.2745 7.9536
C: 13.5509 21.4808 9.0681
C: 14.2703 20.3079 9.0990
C: 15.1330 20.0218 8.0757
C: 15.3218 20.8936 7.0156
C: 14.5502 22.0293 6.9295
H: 12.8341 21.7824 9.8176
H: 14.1076 19.5524 9.8534
H: 15.7588 19.1418 8.0945
H: 16.0744 20.6871 6.2691
H: 14.7708 22.7349 6.1421

Its SMILES is O=S1(=O)OCCO1.O=S1(=O)OCCO1.O=S1(=O)OCCO1.Fc1ccccc1.Fc1ccccc1.Fc1ccccc1.Fc1ccccc1.Fc1ccccc1.Fc1ccccc1.Fc1ccccc1. The calculation puts the gap between HOMO and LUMO at 9.3 eV. As for the total charge: 0. The multiplicity is 1. The value obtained for the LUMO energy is 0.31 eV.

=====

Number 1: total energy -88969.7188 eV. Number 2: total energy -204340.2326 eV. Number 3: total energy -128664.1359 eV. Number 4: total energy -126629.7491 eV.